[1]
{"formula": "C3H4N4O", "method": "the ωB97M-V functional and the def2-TZVPD basis", "elements": ["C", "N", "N", "C", "O", "C", "N", "N", "H", "H", "H", "H"], "positions_angstrom": [[-1.319922, 0.121430, 0.975897], [-0.770786, 1.191373, 0.794247], [-0.020435, 1.627625, -0.229176], [1.045153, 1.035571, -0.561987], [1.617300, 0.010515, -0.045632], [0.931169, -1.184394, -0.362137], [-0.221503, -1.688561, -0.360933], [-1.309136, -0.831371, -0.183920], [-1.650483, -0.055968, 1.984859], [1.470054, 1.342707, -1.363178], [1.632450, -1.941081, -0.764087], [-2.075796, -1.358890, 0.055297]], "forces_ev_per_angstrom": [[0.699, -2.229, -2.517], [2.598, 4.004, 1.559], [-1.481, -0.490, -0.361], [-4.281, 1.642, 2.724], [-0.164, -4.175, 1.831], [2.569, -2.962, -0.624], [-0.435, 2.158, 0.016], [0.152, 1.517, 2.172], [-0.828, -0.674, -0.068], [3.059, 2.675, -5.191], [0.162, 0.762, 0.705], [-2.048, -2.228, -0.245]], "mol_weight_g_mol": 112.1, "multiplicity": 1, "de_lowest_kcal_mol": 121.1, "e_lumo_ha": 0.030, "e_homo_ha": -0.351, "smiles": "c1nncocn[nH]1"}

---

[2]
{"formula": "C3H4N4O", "method": "the ωB97M-V functional and the def2-TZVPD basis", "elements": ["N", "N", "C", "C", "N", "C", "N", "O", "H", "H", "H", "H"], "positions_angstrom": [[2.620305, 0.318038, 0.191202], [1.678281, -0.636322, 0.111808], [0.458565, -0.186220, -0.282814], [-0.106399, 1.227023, -0.306720], [-1.392572, 1.366876, 0.014464], [-2.066658, 0.116626, 0.314597], [-1.619937, -1.077596, 0.029850], [-0.376645, -1.169585, -0.206106], [3.591024, -0.229098, -0.424212], [3.024303, 0.642688, 1.141779], [0.748301, 1.990805, -0.511154], [-3.066051, 0.210745, 0.660797]], "forces_ev_per_angstrom": [[6.540, 1.004, -2.271], [-4.635, 0.030, -0.724], [4.546, 1.840, 3.150], [-0.351, -1.162, 0.430], [2.921, -1.065, -0.172], [1.487, 0.178, -1.633], [-4.781, 2.361, 2.076], [1.896, -3.317, -2.232], [-3.392, 2.499, 2.832], [-1.280, -1.541, -1.751], [-2.332, -0.787, 0.262], [-0.619, -0.040, 0.034]], "mol_weight_g_mol": 112.1, "multiplicity": 1, "de_lowest_kcal_mol": 152.9, "e_lumo_ha": -0.025, "e_homo_ha": -0.312, "smiles": "N/N=c1\\cncno1"}

---

[3]
{"formula": "C3H4N4O", "method": "the ωB97M-V functional and the def2-TZVPD basis", "elements": ["C", "N", "N", "C", "N", "N", "C", "O", "H", "H", "H", "H"], "positions_angstrom": [[2.278328, -0.207889, 0.085637], [1.387313, -1.075624, -0.064597], [0.099023, -0.502848, -0.209487], [-1.048889, -1.218844, 0.045957], [-2.002237, -0.472808, 0.089171], [-1.540793, 0.854441, 0.054436], [-0.159622, 0.716985, -0.151381], [0.739540, 1.599707, 0.014457], [3.534599, -0.475768, 0.169916], [1.986373, 0.914185, 0.552992], [-1.368468, -2.230900, 0.281046], [-2.090866, 1.631183, -0.087549]], "forces_ev_per_angstrom": [[4.985, 2.367, 3.474], [-0.245, -0.752, -1.528], [2.129, -7.235, 0.770], [1.751, -2.978, -0.318], [-5.753, 5.019, 0.753], [3.087, -4.107, -0.626], [0.098, 8.889, 2.183], [-3.538, 0.841, -1.340], [-3.959, -0.118, -0.451], [1.183, -3.152, -2.007], [1.680, -0.408, -0.558], [-1.417, 1.635, -0.353]], "mol_weight_g_mol": 112.1, "multiplicity": 1, "de_lowest_kcal_mol": 110.7, "e_lumo_ha": 0.034, "e_homo_ha": -0.324, "smiles": "C=Nn1cn[nH]c1=O"}

---

| no. | strongest force on any atom (eV/A) |
| --- | --- |
| 1 | 6.59 |
| 2 | 7.00 |
| 3 | 9.15 |